Below is a 16-piece molecular cluster, C48H125BN7O31 overall at a distorted geometry, with properties calculated with ωB97M-V/def2-TZVPD.

Atoms and positions in Å:
O (0.98250, 0.28218, -3.47253)
C (0.82723, -0.08049, -2.30717)
O (-0.18920, 0.16635, -1.50466)
B (0.01059, -0.43492, -0.19588)
O (1.35295, -1.03383, -0.30041)
C (1.84096, -0.91739, -1.47994)
O (2.91697, -1.29768, -1.90427)
O (-0.99070, -1.42785, 0.06954)
C (-1.55159, -1.22437, 1.26378)
O (-2.49047, -1.87328, 1.65694)
C (-1.02230, 0.04980, 1.86114)
O (-0.18080, 0.54427, 0.89553)
O (-1.41215, 0.48353, 2.94633)
C (-2.12502, -6.60936, 5.31396)
C (-3.51633, -6.05639, 4.93987)
C (-3.46413, -5.26067, 3.58251)
O (-4.75166, -4.72710, 3.34697)
C (-4.84232, -3.94318, 2.19087)
N (-4.54026, -7.03023, 4.95183)
H (-1.35295, -5.85398, 5.46029)
H (-1.71685, -7.36360, 4.64120)
H (-2.02566, -7.08452, 6.28990)
H (-3.88248, -5.38638, 5.71777)
H (-3.06228, -5.97025, 2.85924)
H (-2.76897, -4.42841, 3.69288)
H (-5.73239, -4.19191, 1.61294)
H (-4.12222, -4.18453, 1.40900)
H (-4.94743, -2.88617, 2.43534)
H (-5.15128, -6.59501, 4.27556)
H (-4.22283, -7.83549, 4.43136)
C (-4.03200, 6.89117, 4.96217)
C (-2.53751, 7.04765, 5.29253)
C (-1.61572, 6.26749, 4.34914)
O (-1.74043, 4.82341, 4.53358)
C (-0.91900, 4.08850, 3.67285)
N (-2.28547, 8.48226, 5.36050)
H (-4.73714, 7.30429, 5.68342)
H (-4.27252, 5.83083, 4.88511)
H (-4.30810, 7.35107, 4.01329)
H (-2.31818, 6.62719, 6.27396)
H (-0.57398, 6.58310, 4.40623)
H (-1.84821, 6.51773, 3.31404)
H (0.10472, 4.44237, 3.55094)
H (-1.38034, 4.00406, 2.68891)
H (-0.78147, 3.06190, 4.01241)
H (-1.30813, 8.60197, 5.58538)
H (-2.45729, 8.92405, 4.46864)
C (3.66054, -3.07937, 3.59753)
C (3.08406, -3.33270, 2.21483)
C (3.08628, -4.78157, 1.73620)
O (2.71152, -4.94864, 0.33264)
C (1.32439, -4.81856, 0.03025)
N (1.69253, -2.92019, 2.31301)
H (4.71542, -3.35357, 3.58602)
H (3.08533, -3.66340, 4.31596)
H (3.52498, -2.04046, 3.89818)
H (3.50924, -2.76105, 1.38988)
H (2.41651, -5.36975, 2.36353)
H (4.12980, -5.09103, 1.79455)
H (1.04001, -3.77126, -0.07168)
H (0.69283, -5.18731, 0.83849)
H (1.07572, -5.24644, -0.94093)
H (1.41602, -3.04789, 1.35003)
H (1.62562, -1.92933, 2.49690)
C (2.67379, -3.44526, -4.79358)
C (1.52698, -4.14858, -5.49079)
C (0.20039, -3.53131, -5.20589)
O (-0.01678, -3.48208, -3.80918)
C (-1.11327, -2.61108, -3.48783)
N (1.93330, -4.09628, -6.89460)
H (2.72204, -2.39623, -5.08564)
H (3.60849, -3.94259, -5.05262)
H (2.53671, -3.55344, -3.71766)
H (1.45750, -5.17487, -5.13022)
H (-0.59766, -4.08722, -5.69800)
H (0.23774, -2.49491, -5.54142)
H (-2.04388, -2.79957, -4.02313)
H (-0.82957, -1.59267, -3.75326)
H (-1.18863, -2.73264, -2.40726)
H (2.75910, -4.67604, -6.93958)
H (1.16616, -4.52217, -7.39482)
C (3.17769, 3.16310, 1.90317)
C (3.61686, 1.70737, 2.17451)
C (2.74012, 1.04256, 3.26594)
O (3.00572, 1.72222, 4.50500)
C (2.27281, 1.23659, 5.58038)
N (3.57238, 0.90319, 0.92213)
H (3.84043, 3.64802, 1.18642)
H (3.07558, 3.69730, 2.84779)
H (2.15899, 3.17740, 1.51568)
H (4.65956, 1.70227, 2.49209)
H (2.90859, -0.03240, 3.33059)
H (1.71775, 1.21111, 2.92762)
H (2.60554, 0.20878, 5.72528)
H (1.19654, 1.14561, 5.43385)
H (2.53029, 1.86924, 6.42983)
H (3.73904, 1.60006, 0.21030)
H (2.69788, 0.47048, 0.66112)
C (-5.44575, -0.02578, 3.59148)
C (-5.20086, 1.42545, 3.25686)
C (-4.88623, 2.40047, 4.35399)
O (-5.99660, 2.41738, 5.29056)
C (-5.62552, 3.33199, 6.43582)
N (-4.17022, 1.40428, 2.20178)
H (-5.53861, -0.64503, 2.69929)
H (-6.47434, -0.01961, 3.95215)
H (-4.71015, -0.45521, 4.27162)
H (-6.06318, 1.83482, 2.73062)
H (-4.72342, 3.40270, 3.95759)
H (-3.97155, 2.24385, 4.92577)
H (-4.81024, 2.99175, 7.07430)
H (-6.45200, 3.39669, 7.14354)
H (-5.51302, 4.33211, 6.01727)
H (-4.36701, 0.79323, 1.42204)
H (-3.31775, 1.00905, 2.57214)
C (-3.52766, 4.11884, -2.86044)
C (-3.50087, 2.60140, -2.56642)
C (-2.64083, 1.75387, -3.57970)
O (-3.09244, 1.65141, -4.92266)
C (-4.29785, 0.90854, -5.24776)
N (-2.91814, 2.51647, -1.25029)
H (-2.53089, 4.52779, -3.02567)
H (-4.12787, 4.65092, -2.12237)
H (-4.09420, 4.34299, -3.76426)
H (-4.52660, 2.25698, -2.43473)
H (-2.57195, 0.75145, -3.15719)
H (-1.58002, 2.00410, -3.56717)
H (-4.16934, -0.17313, -5.20805)
H (-4.78133, 1.15763, -6.19238)
H (-5.08444, 1.15688, -4.53522)
H (-2.99505, 1.58719, -0.86220)
H (-3.51106, 3.11306, -0.69115)
C (-4.97257, -1.04753, -0.45733)
C (-3.81928, -1.22715, -1.37510)
O (-4.15836, -1.31778, -2.74160)
O (-5.28154, 0.32324, -0.34041)
H (-4.73529, -1.43553, 0.53326)
H (-5.88547, -1.54600, -0.78327)
H (-3.26569, -2.13968, -1.15392)
H (-3.29271, -0.28475, -1.22439)
H (-4.98538, -0.85386, -2.89135)
H (-5.54667, 0.52418, -1.24093)
C (5.84105, -4.90160, -1.31159)
C (5.52253, -3.44221, -0.95235)
O (6.56353, -2.50330, -1.33860)
O (6.90063, -5.43633, -0.46121)
H (6.24073, -4.85044, -2.32437)
H (4.93244, -5.50023, -1.24701)
H (5.31363, -3.33405, 0.11196)
H (4.58584, -3.06736, -1.36490)
H (6.55837, -1.77082, -0.71808)
H (7.17133, -6.34060, -0.63621)
C (5.59404, 1.41117, -1.95586)
C (6.49081, 1.18413, -0.70478)
O (6.16499, 0.00584, -0.04564)
O (4.21495, 1.43187, -1.67156)
H (5.77238, 0.46062, -2.45861)
H (5.71138, 2.29344, -2.58509)
H (6.26277, 2.08412, -0.13371)
H (7.50393, 1.06388, -1.08849)
H (5.33369, 0.13873, 0.41574)
H (3.86563, 0.54859, -1.81081)
C (-2.98166, -1.06652, 6.52667)
C (-2.15893, 0.15407, 6.24474)
O (-2.37428, 1.18239, 7.22755)
O (-2.45492, -1.83449, 7.55833)
H (-3.15969, -1.65860, 5.62899)
H (-3.94469, -0.65630, 6.83063)
H (-2.41541, 0.61567, 5.29120)
H (-1.09507, -0.08240, 6.22513)
H (-1.75157, 1.90056, 7.09315)
H (-3.11826, -1.96759, 8.23941)
C (5.43301, -1.29058, -4.80537)
C (5.46137, -1.60212, -6.28441)
O (6.79718, -1.63816, -6.69801)
O (6.16419, -2.25102, -4.03479)
H (4.40872, -1.33795, -4.43565)
H (5.77394, -0.27447, -4.60692)
H (4.86927, -0.85542, -6.81351)
H (4.99041, -2.56687, -6.47300)
H (6.95585, -1.03367, -7.42672)
H (6.02140, -2.11174, -3.09574)
C (1.75417, 4.30233, -1.42751)
C (0.42461, 3.54301, -1.45260)
O (-0.71471, 4.26289, -0.86318)
O (1.80010, 5.27218, -2.40765)
H (2.57692, 3.59896, -1.55576)
H (1.78727, 4.71339, -0.41854)
H (0.46887, 2.59011, -0.92522)
H (0.19021, 3.25372, -2.47704)
H (-1.40348, 3.60338, -0.97384)
H (0.94807, 5.70948, -2.34117)
C (3.35691, 2.06069, -5.07988)
C (2.54134, 3.31515, -4.73869)
O (3.34902, 4.47775, -4.43540)
O (3.94777, 2.22217, -6.28854)
H (2.74686, 1.15742, -5.08603)
H (3.99222, 1.70388, -4.26922)
H (1.98328, 3.09948, -3.82757)
H (1.80725, 3.49637, -5.52378)
H (2.96393, 4.79734, -3.61615)
H (4.90198, 2.14163, -6.22070)
C (0.04442, 1.69432, -6.56776)
C (-0.89824, 0.54100, -6.94738)
O (-0.54809, -0.22461, -8.04630)
O (-0.10059, 2.83779, -7.39025)
H (1.07591, 1.35114, -6.64756)
H (-0.17115, 1.92460, -5.52440)
H (-1.87838, 1.01787, -6.95093)
H (-0.90377, -0.11295, -6.07536)
H (0.25827, -0.69370, -7.81970)
H (0.69575, 2.96201, -7.91181)

Cartesian forces, eV/Å:
O -0.606 -0.689 2.581
C 0.649 0.486 -2.239
O -0.314 0.572 -0.706
B -0.489 0.335 -0.045
O 0.060 -0.552 2.037
C 1.408 0.387 -2.458
O -1.000 0.309 0.776
O -0.185 -0.793 0.701
C -1.756 -1.453 -1.141
O 0.770 0.431 0.286
C 0.112 0.964 0.827
O -0.222 0.339 2.163
O 1.903 -0.383 -2.844
C 0.384 0.148 0.562
C 1.766 1.546 0.401
C 0.543 -0.031 2.112
O 0.155 -0.883 -0.195
C -0.946 -0.068 -1.116
N -0.845 -1.242 -1.068
H -0.148 0.489 -0.665
H -0.240 0.106 -0.499
H -0.958 -0.231 0.206
H 0.667 0.698 0.030
H -0.399 0.053 -0.736
H 0.312 0.008 -0.099
H -0.729 -0.207 0.488
H 0.894 0.426 0.527
H 0.641 0.042 -0.055
H -1.310 -0.253 0.132
H 0.192 -0.589 -0.012
C 0.030 -0.916 -0.078
C -0.797 -0.158 0.104
C -0.388 -0.900 -0.867
O 0.153 1.695 0.772
C 0.139 -0.776 -0.788
N 0.606 -0.313 0.194
H 0.475 0.175 0.357
H 0.009 -0.066 -0.153
H 0.323 0.050 -0.231
H -0.278 0.065 0.271
H 0.293 -0.080 0.708
H -0.441 -0.081 -0.390
H 0.068 0.646 0.128
H 0.048 0.135 -0.280
H -0.443 -0.018 0.416
H 0.196 0.420 -0.009
H 0.004 0.029 -0.199
C 0.529 -0.573 -0.628
C -0.981 0.419 0.167
C 0.208 0.406 -0.714
O 0.045 0.057 0.740
C 0.123 0.654 0.252
N -0.770 -0.360 -0.582
H 0.087 0.109 0.485
H 0.192 -0.229 0.038
H 0.229 0.056 -0.207
H 0.893 0.231 0.210
H 0.071 -0.229 0.119
H -0.112 -0.554 -0.080
H 0.011 0.203 -0.284
H -0.037 -0.472 -0.039
H 0.352 -0.455 0.182
H -0.948 0.555 0.238
H 0.095 0.263 0.045
C -0.394 -0.464 1.006
C 1.525 0.030 0.401
C 0.078 0.927 0.227
O -0.718 -0.211 -0.254
C 1.148 -0.215 0.183
N -1.321 0.036 0.084
H -0.085 -0.052 0.070
H 0.120 0.108 -0.011
H 0.222 0.372 0.106
H 0.137 -0.353 0.150
H -0.298 0.046 -0.201
H -0.245 0.240 -0.538
H -0.075 -0.539 0.090
H -0.006 0.271 0.151
H -0.509 0.295 -0.067
H -0.012 -0.136 -0.518
H 0.253 -0.314 -0.786
C -0.467 -0.726 0.645
C -0.826 -0.553 -0.041
C 0.667 1.455 -0.307
O -0.188 0.193 -1.623
C 0.412 -0.851 0.251
N 0.773 0.681 0.719
H 0.032 0.146 0.182
H 0.563 0.257 -0.020
H -0.090 -0.206 -0.383
H 0.038 0.011 0.227
H 0.265 -0.129 0.152
H -0.474 -0.077 0.286
H 0.039 -0.287 0.667
H -0.271 0.545 -0.238
H -0.247 -0.211 0.088
H 0.070 -0.336 -0.580
H -0.363 0.042 0.593
C -1.714 0.249 0.728
C 0.769 -0.856 -2.445
C -0.350 0.393 1.177
O 1.371 1.232 1.620
C -1.394 -0.889 -1.249
N 1.372 1.299 0.164
H 0.460 0.206 -0.198
H 0.051 -0.664 0.993
H -0.193 0.012 0.087
H -0.430 -0.094 0.250
H -0.272 0.172 -0.438
H 0.265 -0.735 -0.055
H 0.553 -0.169 -0.726
H -0.467 -0.280 -0.421
H 0.498 -0.018 0.122
H -0.813 0.195 0.135
H 0.150 0.208 0.376
C -0.827 -0.508 -1.219
C 0.748 0.949 -0.997
C -1.227 -1.043 0.880
O -0.720 0.308 -1.034
C 0.149 0.354 1.535
N 0.730 -0.066 0.566
H -0.022 0.010 0.482
H 0.507 0.049 0.498
H 0.095 -0.294 -0.394
H -0.369 -0.317 -0.927
H -0.346 -0.425 0.177
H -0.141 0.861 -0.338
H 0.423 -0.055 0.003
H 0.964 0.441 -0.319
H -0.094 0.011 0.416
H 0.013 -0.080 0.143
H 0.116 -0.077 0.666
C -0.747 -0.822 0.863
C 0.153 -0.292 -0.193
O -0.341 -0.160 -0.546
O -0.352 0.377 -0.287
H 0.127 0.150 0.056
H 0.019 -0.535 -0.199
H 0.314 0.379 0.183
H 1.011 -0.414 0.090
H -0.064 0.071 -0.224
H -0.244 0.880 0.045
C 1.112 0.556 -0.057
C 0.242 0.517 0.729
O -0.327 -1.350 -0.145
O -0.596 1.024 0.461
H -0.260 -0.292 -0.290
H -0.015 0.040 -0.002
H 0.420 -0.275 0.349
H -0.146 -0.620 -0.637
H -0.146 0.388 0.216
H -0.499 0.070 -0.541
C 0.081 -1.819 -0.124
C -1.065 1.386 -1.489
O 0.539 -0.480 0.054
O -0.706 0.428 0.269
H 0.175 0.240 -1.001
H 1.044 -0.035 0.177
H 0.866 0.032 0.827
H 0.165 0.534 0.397
H -1.006 0.010 0.375
H -0.092 -0.294 0.012
C -1.052 1.147 -0.048
C 0.773 1.099 -0.345
O -0.434 -0.514 0.537
O 0.608 -0.739 0.752
H 0.301 -0.052 -0.177
H -0.396 -0.086 -0.078
H -0.094 -0.514 -0.341
H 0.132 -0.281 -0.084
H 0.072 -0.083 -0.176
H 0.080 0.041 -0.091
C -0.602 -0.641 1.113
C -0.287 -0.028 0.776
O 0.979 0.012 -0.670
O 0.061 0.194 -1.491
H -0.362 0.269 -0.254
H 0.381 0.199 -0.180
H -0.030 0.190 -0.040
H 0.019 -0.165 0.037
H -0.157 -0.041 0.044
H 0.169 0.113 0.503
C -1.394 -1.519 1.584
C -0.737 -0.358 0.353
O 2.358 0.325 -0.755
O -0.109 1.032 -0.296
H 0.063 0.019 -0.117
H 0.458 0.331 0.171
H 0.530 -0.018 0.272
H -0.070 0.214 -0.350
H -1.037 -0.388 0.063
H -0.094 0.421 -0.377
C -1.468 -0.268 2.134
C 0.502 -0.418 1.139
O 0.001 -1.171 -0.934
O 1.667 0.037 -2.330
H -0.992 0.197 -0.379
H 0.783 0.922 0.178
H -0.285 -0.293 -0.066
H 0.181 0.271 -0.233
H -0.053 0.511 0.004
H -0.063 0.117 -0.007
C 0.216 -0.858 -0.566
C 0.407 1.038 2.037
O -0.169 -0.002 -1.294
O -0.321 0.311 -0.072
H 0.153 -0.162 0.280
H 0.051 0.287 0.035
H -0.223 -0.480 -0.899
H -0.142 -0.079 0.445
H 0.097 -0.077 -0.048
H -0.034 -0.089 0.060

As for the charge: -1. The HOMO energy is -7.022 eV. Its energy above the lowest of the compared OMol25 structures with the same formula, charge and spin is 0.000 eV. The value obtained for the total energy is -126380.931 eV. The gap between HOMO and LUMO comes out at 8.535 eV. The value obtained for the largest force on an atom is 3.44 eV/Å.